No. 1
Formula: CH4OS2
Source: OMol25
Level of theory: ωB97M-V/def2-TZVPD

Geometry as ORCA input:
```
! RIJCOSX wB97M-V def2-TZVPD def2/J DEFGRID3
* xyz 0 1
C 0.30242 0.33389 -0.37380
O 0.40245 0.02305 -1.69309
S -1.71389 -0.63211 0.84797
S 1.71484 -0.19436 0.48479
H -0.14544 1.24342 -0.17355
H 1.13942 -0.57721 -1.84194
H -2.66495 0.25530 1.15058
H 0.96515 -0.45197 1.59905
*
```

## Properties
LUMO energy (alpha / beta)   -0.027 / -0.027 Eh
Strongest force on any atom   2.345 eV/A
Energy above the lowest of the compared OMol25 structures with the same formula, charge and spin   43.0 kcal per mole
Frontier orbital gap (alpha / beta)   0.2885 / 0.2885 hartree

=====

No. 2
Formula: C2HCl3OS
Source: OMol25
Level of theory: ωB97M-V/def2-TZVPD

Geometry as ORCA input:
```
! RIJCOSX wB97M-V def2-TZVPD def2/J DEFGRID3
* xyz 0 1
C -1.54596 0.55551 -0.22905
C 1.50212 -0.73842 0.08048
O -2.54792 -0.00553 -0.46631
S 1.70685 -1.42414 -1.39747
Cl 1.13820 -1.69524 1.44727
Cl 1.81192 0.92190 0.42553
Cl -1.42038 1.63662 1.16323
H -0.64483 0.74929 -1.02368
*
```

## Properties
LUMO energy   -0.049 Eh
Strongest force on any atom   3.162 eV/A
Energy above the lowest of the compared OMol25 structures with the same formula, charge and spin   10.5 kcal per mole
Frontier orbital gap   0.3112 hartree
SMILES   S=C(Cl)Cl.O=CCl

=====

No. 3
Formula: C24H25BrN4OS
Source: OMol25
Level of theory: ωB97M-V/def2-TZVPD

Geometry as ORCA input:
```
! RIJCOSX wB97M-V def2-TZVPD def2/J DEFGRID3
* xyz 0 1
C 1.93962 -3.08846 6.21274
N 2.93451 -2.67764 5.24706
C 2.94586 -3.46537 4.03258
C 1.78990 -3.14459 3.07163
H 0.83963 -3.42174 3.53245
H 1.90632 -3.72064 2.15302
C 1.81923 -1.64861 2.75111
N 0.77789 -1.26452 1.80691
C 1.09153 -1.08887 0.52263
S 2.50938 -1.56477 -0.17825
N 0.14846 -0.49380 -0.32642
C -0.49298 0.70394 -0.10533
O -0.50050 1.27959 0.95824
C -1.18057 1.21055 -1.33173
C -0.48460 1.34675 -2.50787
C -1.14368 1.85118 -3.65319
N -2.41749 2.16419 -3.64300
C -3.12354 2.04970 -2.50735
C -4.48802 2.40967 -2.53132
C -5.24359 2.32028 -1.39672
C -4.67411 1.86980 -0.19492
C -3.35650 1.50656 -0.13879
C -2.54804 1.58846 -1.28853
H -2.91851 1.17231 0.78895
H -5.28772 1.81170 0.69173
H -6.28688 2.59875 -1.41469
H -4.90057 2.75589 -3.46575
C -0.43696 2.02634 -4.93053
C -1.15926 1.95184 -6.12125
C -0.52657 2.11557 -7.33823
C 0.83491 2.36520 -7.39266
C 1.54389 2.45267 -6.20685
C 0.93026 2.28522 -4.97931
H 1.51176 2.38423 -4.07562
Br 3.41541 2.81969 -6.26485
H 1.33802 2.49608 -8.33813
H -1.09168 2.05160 -8.25568
H -2.21963 1.76426 -6.06666
H 0.55978 1.07768 -2.56531
H 0.28846 -0.75074 -1.29706
C -0.58040 -1.17573 2.28880
H -0.72913 -1.92036 3.06906
H -0.79763 -0.18191 2.68586
H -1.27470 -1.38478 1.47504
C 1.75414 -0.83366 4.04109
C 2.92215 -1.26209 4.94513
H 2.88944 -0.70656 5.88462
H 3.86612 -1.02739 4.44315
H 1.82969 0.23073 3.81626
H 0.81294 -1.00683 4.56395
H 2.77253 -1.43215 2.25507
H 2.92379 -4.52288 4.30349
H 3.89250 -3.26472 3.52129
H 2.07592 -2.50528 7.12275
H 0.89883 -2.96723 5.87951
H 2.10038 -4.13909 6.45189
*
```

## Properties
LUMO energy   -0.017 Eh
Strongest force on any atom   0.762 eV/A
Frontier orbital gap   0.2893 hartree
SMILES   CN1CCC(N(C)C(=S)NC(=O)c2cc(-c3cccc(Br)c3)nc3ccccc23)CC1

=====

No. 4
Formula: C6H24NO9
Source: OMol25
Level of theory: ωB97M-V/def2-TZVPD

Geometry as ORCA input:
```
! RIJCOSX wB97M-V def2-TZVPD def2/J DEFGRID3
* xyz -1 1
N 0.44501 -0.24372 0.01745
O 0.72215 0.45112 -1.00734
O 0.72756 -1.43991 0.07530
O -0.15054 0.31735 0.98280
C 1.54261 3.78542 -1.73498
O 1.57734 2.63308 -2.53824
H 2.52596 4.03566 -1.32448
H 1.17554 4.63170 -2.32379
H 0.85008 3.65855 -0.89601
H 1.17187 1.89305 -2.05898
C -0.98414 0.52669 4.56898
O 0.06406 0.00489 3.76557
H -1.90124 0.57171 3.96677
H -1.12924 -0.14421 5.41143
H -0.79515 1.55296 4.90316
H 0.01994 0.40861 2.88170
C -3.23559 1.37879 -0.02185
O -2.92532 0.68422 1.16448
H -2.68639 2.32842 -0.10097
H -2.96979 0.76952 -0.89037
H -4.28544 1.67116 -0.02993
H -1.95715 0.56340 1.18308
C -1.89787 -2.82025 3.21171
O -0.74456 -2.84425 2.40130
H -2.21022 -1.79828 3.44255
H -2.74888 -3.33784 2.77004
H -1.71869 -3.30182 4.18611
H -0.24579 -2.05619 2.66306
C -0.18185 -0.38761 -4.50741
O 0.05153 -1.10256 -3.30886
H 0.74837 -0.17422 -5.04530
H -0.83681 -0.98502 -5.13983
H -0.67036 0.56495 -4.27522
H 0.36324 -0.47601 -2.62732
C 3.53688 -1.67799 -1.82554
O 3.64560 -2.56393 -0.73551
H 3.77055 -2.16400 -2.79020
H 2.52898 -1.30023 -1.94302
H 4.23107 -0.82637 -1.81935
H 4.57669 -2.78682 -0.65101
*
```

## Properties
LUMO energy   0.119 Eh
Strongest force on any atom   1.511 eV/A
Energy above the lowest of the compared OMol25 structures with the same formula, charge and spin   0.0 kcal per mole
Frontier orbital gap   0.3465 hartree

=====

No. 5
Formula: C18H48F2NO24S8V
Source: OMol25
Level of theory: ωB97M-V/def2-TZVPD

Geometry as ORCA input:
```
! RIJCOSX wB97M-V def2-TZVPD def2/J DEFGRID3
* xyz 0 1
O 0.44067 -1.12466 -0.39376
V -0.40728 -0.08121 -1.16632
O -0.74715 1.24490 -0.32692
N -0.61081 0.32500 -3.19908
S 0.12204 -0.28964 -4.60929
O 1.36052 0.40334 -5.04455
O -0.72185 -0.97076 -5.59283
F 0.76238 -1.55421 -3.84906
S -1.45261 1.25744 -4.07679
O -2.83917 0.80107 -4.26059
O -0.96120 2.08443 -5.14842
F -1.62842 2.24423 -2.78524
O 1.97517 0.92686 -1.44387
S 3.42254 0.96233 -1.47581
O 4.26017 0.96978 -2.71710
O 3.91348 2.16647 -0.37888
C 5.32795 2.58685 -0.35872
C 5.57201 3.76840 -1.29234
C 3.87630 -0.53881 -0.48287
H 6.01312 1.77967 -0.61771
H 5.65721 2.82210 0.65338
H 6.54349 4.21960 -1.09048
H 4.81690 4.54706 -1.18475
H 5.61539 3.65426 -2.37549
H 3.36239 -0.56852 0.47792
H 4.94435 -0.38521 -0.32869
H 3.75849 -1.50993 -0.96364
O 0.26372 -5.20654 -3.31825
S 0.56184 -4.52660 -2.07226
O -0.31680 -3.40237 -1.68411
O 0.50972 -5.69502 -0.79406
C 0.89684 -7.05194 -1.10623
C -0.50861 -7.68662 -1.33868
C 2.28185 -3.87674 -1.83961
H 1.46686 -7.41696 -0.25186
H 1.56181 -7.06714 -1.96977
H -0.36971 -8.70997 -1.68734
H -1.07955 -7.13667 -2.08682
H -1.10164 -7.63786 -0.42542
H 2.20707 -3.14936 -1.03126
H 2.66743 -3.50308 -2.78819
H 2.98869 -4.64815 -1.53399
O 1.54044 -0.03369 2.17053
S 2.49590 -0.82050 2.95660
O 2.60744 -2.30198 2.78455
O 3.96250 -0.12896 2.76400
C 5.03043 -0.87061 3.26779
C 6.23142 0.08820 3.58260
C 2.27693 -0.46261 4.90704
H 5.35549 -1.69657 2.63515
H 4.90446 -1.28564 4.26779
H 6.39610 0.60789 2.63873
H 7.23377 -0.32343 3.70071
H 5.92490 0.83428 4.31574
H 2.81560 -1.22284 5.47271
H 1.24179 -0.66252 5.18385
H 2.52433 0.55615 5.20543
O -4.45871 6.04954 1.47948
S -3.38969 5.71113 0.52112
O -3.60267 5.33246 -0.85940
O -2.34025 7.08920 0.49479
C -2.37528 7.96575 -0.60335
C -3.77055 8.70758 -0.59080
C -2.25503 4.43729 1.32987
H -2.19546 7.56993 -1.60289
H -1.54832 8.67367 -0.54774
H -4.57686 7.98354 -0.70798
H -3.86391 9.27826 -1.51476
H -3.92177 9.32447 0.29503
H -1.28784 4.92672 1.21543
H -2.24762 3.50313 0.76826
H -2.63360 4.35821 2.34895
O -3.88327 -2.29265 -0.17704
S -3.62714 -1.55241 -1.42654
O -2.59799 -0.57457 -1.50555
O -3.58336 -2.60098 -2.70457
C -3.15244 -3.97250 -2.47767
C -4.41971 -4.69091 -3.07974
C -5.22321 -0.74742 -1.85915
H -3.02290 -4.20151 -1.41989
H -2.21132 -4.15727 -2.99560
H -4.62198 -4.57970 -4.14501
H -5.30831 -4.16125 -2.73628
H -4.46499 -5.73549 -2.77169
H -5.18588 -0.44614 -2.90602
H -5.33673 0.14703 -1.24664
H -6.00828 -1.45249 -1.58592
O -4.55551 -0.93121 3.23442
S -3.30449 -0.37805 2.68962
O -3.26197 0.22361 1.36755
O -2.66810 0.69508 3.87555
C -1.46619 1.37610 3.68057
C -0.91811 1.97213 4.99622
C -1.97620 -1.68705 2.71840
H -1.68744 2.21099 3.01567
H -0.71360 0.65823 3.35442
H -0.23819 2.80726 4.82780
H -0.22470 1.37647 5.58991
H -1.68192 2.32560 5.68886
H -2.32361 -2.57806 2.19543
H -1.70279 -1.87254 3.75712
H -1.10918 -1.39420 2.12627
*
```

## Properties
LUMO energy   -0.046 Eh
Strongest force on any atom   11.830 eV/A
Energy above the lowest of the compared OMol25 structures with the same formula, charge and spin   0.0 kcal per mole
Frontier orbital gap   0.3350 hartree

=====

No. 6
Formula: C7H8Cl2Si
Source: OMol25
Level of theory: ωB97M-V/def2-TZVPD

Geometry as ORCA input:
```
! RIJCOSX wB97M-V def2-TZVPD def2/J DEFGRID3
* xyz 0 1
C -1.34931 0.34239 2.71262
C -0.46693 1.26048 2.02767
C -1.44859 -0.80330 2.06962
C -0.09732 0.64547 0.88001
C 1.33360 -1.06591 -3.31200
C 0.38457 -0.38999 -2.72968
C -0.46421 -0.74716 0.88633
Si 0.89610 1.15232 -0.58915
Cl 0.50033 3.01202 -1.07603
Cl 2.93319 0.91727 -0.28815
H -1.96184 0.59600 3.66223
H -0.29716 2.19119 2.37032
H -2.15428 -1.55353 2.41160
H 1.17126 -1.63547 -4.15036
H 2.36894 -0.99169 -3.06024
H -0.70637 -0.13611 -2.90287
H 0.31768 -1.46670 1.07790
H -0.95969 -1.32727 0.01017
*
```

## Properties
LUMO energy   0.011 Eh
Strongest force on any atom   5.240 eV/A
Energy above the lowest of the compared OMol25 structures with the same formula, charge and spin   121.2 kcal per mole
Frontier orbital gap   0.3259 hartree

=====

Listing calculated total energy for the structures above in their given order: -912.02306 -1930.76818 -4196.06021 -974.78781 -6904.06252 -1481.34904 Eh.